{"formula": "C34H41Si", "method": "ωB97M-V with the def2-TZVPD basis set", "species": ["C", "C", "C", "C", "C", "C", "C", "C", "C", "C", "C", "C", "C", "C", "C", "C", "C", "C", "C", "C", "C", "C", "H", "H", "H", "H", "H", "H", "H", "H", "H", "H", "H", "H", "H", "H", "H", "H", "H", "H", "H", "H", "H", "H", "H", "H", "H", "H", "H", "H", "H", "H", "Si", "C", "C", "C", "C", "C", "C", "C", "C", "C", "C", "C", "C", "H", "H", "H", "H", "H", "H", "H", "H", "H", "H", "H"], "positions_angstrom": [[-3.87903, -0.25233, -3.11458], [-3.07313, -1.12836, -2.22618], [-2.52143, -0.62443, -1.06605], [-1.74701, -1.40570, -0.21977], [-1.22609, -0.70431, 0.98691], [-1.50472, -2.75172, -0.53953], [-0.67055, -3.67605, 0.34132], [-1.31389, -3.90584, 1.71601], [0.80901, -3.25585, 0.47726], [1.59826, -3.10410, -0.77851], [2.84405, -2.49785, -0.89732], [3.45535, -2.38121, -2.20141], [2.74137, -2.80466, -3.44089], [4.71172, -1.83249, -2.32910], [5.42918, -1.36914, -1.23415], [6.79452, -0.80453, -1.39530], [4.84206, -1.44094, 0.02131], [3.59044, -1.97384, 0.22578], [3.09766, -1.96529, 1.63195], [-2.07156, -3.26876, -1.71422], [-1.87329, -4.68822, -2.13043], [-2.83888, -2.45450, -2.53463], [-4.24310, -0.79578, -3.98571], [-4.74199, 0.14673, -2.58251], [-3.28103, 0.58690, -3.46892], [-2.69256, 0.40826, -0.80910], [-0.64483, -1.33747, 1.64600], [-0.58617, 0.12840, 0.69247], [-2.05188, -0.30793, 1.57873], [-0.64090, -4.65739, -0.15278], [-2.31599, -4.32888, 1.63343], [-0.71436, -4.57973, 2.33073], [-1.41321, -2.98025, 2.27760], [0.82958, -2.31060, 1.00977], [1.30995, -3.97734, 1.13198], [1.16696, -3.54931, -1.65727], [3.35035, -2.60633, -4.32440], [2.52095, -3.87394, -3.43787], [1.80792, -2.25181, -3.56477], [5.14779, -1.74851, -3.30904], [7.20745, -0.50173, -0.43289], [7.47355, -1.54093, -1.82675], [6.78395, 0.07368, -2.04182], [5.39022, -1.06474, 0.86628], [3.86912, -1.60705, 2.31346], [2.25077, -1.28961, 1.75598], [2.83309, -2.96507, 1.97521], [-2.39165, -4.89614, -3.06678], [-0.81829, -4.91014, -2.29546], [-2.26797, -5.38330, -1.38778], [-3.25837, -2.86921, -3.43567], [-0.55627, 2.55999, -0.02165], [-1.12135, 3.88023, 0.24679], [-2.76592, 3.70171, 1.08154], [-3.76171, 4.62839, 0.86044], [-4.97989, 4.50659, 1.50052], [-5.19463, 3.44735, 2.36142], [-4.19801, 2.51831, 2.59023], [-2.98219, 2.65347, 1.94899], [0.07246, 4.87712, 1.25394], [0.88769, 4.25392, 2.17392], [1.75667, 4.99643, 2.94989], [1.80256, 6.36902, 2.79739], [0.98549, 6.99936, 1.87850], [0.12043, 6.24671, 1.10810], [-1.30294, 4.50883, -1.05937], [-3.57166, 5.45049, 0.19214], [-5.75421, 5.24052, 1.33443], [-6.14077, 3.35176, 2.86555], [-4.36243, 1.69727, 3.27182], [-2.18352, 1.95649, 2.13140], [0.83044, 3.18471, 2.28273], [2.38864, 4.50628, 3.67555], [2.47312, 6.95223, 3.40467], [1.01512, 8.07314, 1.76758], [-0.53052, 6.71901, 0.39286]], "atomic_forces_ev_per_a": [[-0.290, 0.160, -0.351], [0.098, -0.059, 0.041], [0.100, -0.239, 0.004], [-0.094, -0.252, -0.362], [0.360, 0.077, 0.525], [0.172, 0.113, -0.040], [-0.023, -0.539, -0.428], [0.190, 0.060, 0.176], [-0.660, 0.291, -0.176], [0.519, 0.252, 0.950], [-0.311, -0.097, 0.051], [0.259, 0.078, -0.271], [-0.094, -0.082, -0.358], [-0.549, -0.260, -0.245], [0.132, 0.024, 0.036], [0.232, 0.152, 0.325], [-0.301, -0.133, 0.157], [0.188, 0.233, 0.281], [0.276, -0.028, 0.496], [-0.025, 0.290, -0.007], [-0.089, -0.397, -0.215], [0.126, -0.038, 0.167], [-0.013, 0.016, 0.000], [-0.027, 0.084, -0.012], [-0.039, 0.089, -0.007], [-0.040, 0.275, 0.114], [-0.013, 0.047, 0.097], [-0.055, 0.150, 0.016], [0.028, 0.071, -0.008], [-0.089, 0.241, 0.151], [0.093, -0.007, -0.184], [0.019, -0.112, -0.056], [-0.046, 0.007, 0.023], [0.192, -0.023, 0.047], [0.136, -0.039, -0.044], [-0.175, 0.030, -0.412], [-0.028, -0.021, 0.148], [-0.081, 0.025, 0.020], [-0.039, -0.098, 0.038], [0.079, -0.011, -0.239], [-0.027, -0.008, -0.061], [-0.061, -0.009, -0.143], [-0.034, -0.062, -0.131], [0.101, 0.066, 0.216], [0.088, 0.030, -0.192], [-0.109, -0.123, -0.001], [-0.157, 0.122, 0.008], [0.019, 0.062, 0.044], [0.058, -0.190, 0.028], [0.110, -0.088, 0.003], [-0.114, -0.102, -0.203], [0.196, -0.512, 0.099], [-0.049, 0.197, -0.103], [0.792, 0.000, -0.477], [-0.334, 0.216, 0.003], [-0.114, 0.224, -0.059], [-0.207, -0.014, 0.107], [0.053, -0.215, 0.166], [-0.200, -0.216, 0.293], [-0.489, -0.544, -0.533], [0.277, -0.016, 0.294], [0.095, -0.194, 0.160], [0.136, 0.125, 0.134], [-0.069, 0.237, -0.054], [0.066, 0.388, 0.046], [-0.107, 0.291, -0.310], [-0.104, 0.244, -0.193], [-0.096, 0.036, -0.008], [-0.203, -0.030, 0.092], [-0.063, -0.073, 0.082], [0.142, -0.309, 0.116], [0.103, -0.319, 0.117], [0.083, -0.008, 0.077], [0.150, 0.120, 0.117], [0.037, 0.087, 0.004], [-0.091, 0.257, -0.186]], "largest_force_ha_per_bohr": 0.0216, "total_charge": 1, "energy_ha": -1609.41786, "gap_ev": 5.51}


{"formula": "C34H42As2N2O2PbSi2", "method": "ωB97M-V with the def2-TZVPD basis set", "species": ["Pb", "O", "C", "C", "C", "C", "C", "C", "C", "N", "N", "C", "O", "C", "C", "C", "C", "C", "C", "H", "H", "H", "H", "H", "H", "H", "H", "H", "H", "C", "Si", "C", "C", "C", "C", "C", "C", "C", "Si", "C", "C", "H", "H", "H", "H", "H", "H", "H", "H", "H", "H", "H", "H", "H", "H", "H", "H", "C", "As", "C", "C", "C", "C", "C", "C", "C", "As", "C", "C", "H", "H", "H", "H", "H", "H", "H", "H", "H", "H", "H", "H", "H", "H", "H", "H"], "positions_angstrom": [[-0.22608, 0.09155, -0.17353], [-2.98076, 0.34542, 0.29269], [-3.49814, 1.45072, 0.60047], [-4.78063, 1.87417, 0.07375], [-5.38769, 3.04784, 0.44301], [-4.78782, 3.91976, 1.37458], [-3.56163, 3.55498, 1.89401], [-2.88719, 2.38564, 1.51782], [-1.60662, 2.17201, 2.16821], [-0.60543, 1.47263, 1.80732], [0.50659, 1.62355, 2.66109], [1.18501, 0.50920, 2.81164], [0.91512, -0.64979, 2.39524], [2.41929, 0.65559, 3.68132], [2.70331, 1.80889, 4.40932], [3.84620, 1.88207, 5.19410], [4.72635, 0.80535, 5.25764], [4.45023, -0.34408, 4.52833], [3.30045, -0.41701, 3.74986], [-5.24445, 1.20009, -0.63845], [-6.35068, 3.30789, 0.01138], [-5.26737, 4.84279, 1.67473], [-3.07580, 4.21165, 2.61213], [-1.45151, 2.74329, 3.08841], [2.01440, 2.64015, 4.33389], [4.05766, 2.78433, 5.75720], [5.61868, 0.86421, 5.87094], [5.13349, -1.18516, 4.56449], [3.05717, -1.30100, 3.17270], [3.19469, -0.76064, -1.62781], [2.24859, 0.81155, -1.11061], [3.62922, 1.89526, -0.36970], [1.87028, 1.70370, -2.78335], [2.87341, 1.82223, -3.75694], [2.66988, 2.50953, -4.94474], [1.43768, 3.11054, -5.18558], [0.43172, 3.00544, -4.23670], [0.61272, 2.30581, -3.03430], [-0.84578, 2.16140, -1.78430], [-1.16768, 3.94780, -1.23631], [-2.34804, 1.76660, -2.88191], [3.95617, -0.55170, -2.38991], [2.52168, -1.53170, -2.01912], [3.69675, -1.18913, -0.75254], [4.48808, 1.93292, -1.05196], [3.96798, 1.50463, 0.59630], [3.27368, 2.91697, -0.20590], [3.84764, 1.37188, -3.57966], [3.46561, 2.57878, -5.67932], [1.26479, 3.65438, -6.10832], [-0.52608, 3.47987, -4.43616], [-1.31688, 4.58695, -2.11660], [-0.33225, 4.34909, -0.65328], [-2.06683, 3.99595, -0.61296], [-2.49032, 2.50621, -3.68110], [-3.24731, 1.74776, -2.25853], [-2.25419, 0.77599, -3.34164], [-1.02227, -2.96012, 3.52356], [-1.59801, -2.36389, 1.73611], [-3.11543, -3.63352, 1.64155], [-0.33582, -3.47262, 0.67915], [0.79364, -4.01871, 1.29266], [1.72061, -4.76539, 0.57999], [1.53219, -4.97738, -0.77877], [0.43287, -4.40722, -1.40480], [-0.49456, -3.64235, -0.70034], [-1.95457, -2.71450, -1.67360], [-2.64163, -4.30260, -2.63177], [-0.91335, -2.07155, -3.21796], [-0.11634, -2.42733, 3.81451], [-0.86531, -4.03834, 3.58465], [-1.82101, -2.67068, 4.20897], [-2.84110, -4.61493, 2.03105], [-3.44650, -3.72075, 0.60841], [-3.94365, -3.22031, 2.21866], [0.97030, -3.84149, 2.34478], [2.58985, -5.17011, 1.08514], [2.24657, -5.55420, -1.35391], [0.32173, -4.53977, -2.47467], [-1.85085, -4.94166, -3.02609], [-3.25827, -3.94335, -3.45762], [-3.27048, -4.88465, -1.95670], [-0.31204, -2.86070, -3.66963], [-0.25864, -1.24696, -2.93719], [-1.62530, -1.69973, -3.95749]], "atomic_forces_ev_per_a": [[-0.279, -0.042, -0.042], [-0.213, 0.179, -0.033], [-0.093, 0.082, 0.040], [0.188, -0.072, 0.080], [0.130, 0.079, 0.105], [-0.078, -0.157, -0.140], [0.005, -0.055, -0.048], [-0.129, -0.020, 0.098], [-0.204, 0.321, -0.008], [0.715, -0.336, 0.090], [-0.088, -0.035, -0.231], [-0.174, -0.223, 0.417], [0.110, 0.089, -0.210], [-0.003, 0.037, -0.145], [0.043, 0.023, -0.017], [-0.006, -0.047, -0.023], [-0.069, 0.010, -0.022], [-0.052, 0.043, -0.010], [0.112, -0.042, 0.062], [-0.032, 0.008, 0.006], [-0.001, -0.003, -0.007], [-0.023, 0.004, -0.018], [0.010, -0.027, 0.009], [-0.007, 0.068, -0.027], [0.011, -0.012, 0.012], [-0.007, 0.007, 0.001], [0.005, 0.005, -0.009], [0.000, -0.009, -0.001], [-0.001, 0.020, 0.015], [0.057, -0.153, -0.037], [0.104, 0.326, 0.040], [0.020, 0.064, 0.095], [-0.126, 0.078, -0.071], [-0.064, 0.034, 0.022], [-0.068, 0.012, 0.014], [0.055, -0.039, 0.046], [0.067, -0.061, 0.042], [0.170, -0.092, -0.026], [0.088, 0.077, -0.216], [-0.020, 0.103, 0.125], [-0.107, -0.054, -0.076], [-0.001, -0.044, 0.038], [0.025, 0.050, 0.001], [-0.044, 0.028, -0.041], [0.005, 0.028, 0.037], [-0.034, 0.003, -0.073], [0.015, -0.054, -0.008], [-0.034, -0.004, 0.000], [0.013, 0.012, -0.013], [0.005, 0.014, -0.024], [0.012, -0.021, -0.004], [0.015, -0.006, 0.050], [-0.045, -0.037, -0.041], [0.058, 0.015, -0.063], [-0.024, -0.046, 0.042], [0.044, 0.024, -0.038], [0.024, 0.078, 0.013], [0.007, 0.050, 0.121], [0.105, -0.044, 0.088], [0.000, -0.120, -0.001], [0.006, 0.036, 0.223], [-0.027, -0.043, -0.015], [-0.082, 0.019, -0.085], [-0.049, 0.056, 0.059], [0.049, 0.017, 0.025], [-0.021, 0.045, -0.167], [0.236, -0.002, 0.107], [-0.112, -0.069, -0.010], [-0.012, 0.044, -0.035], [-0.039, 0.026, -0.117], [-0.061, -0.039, 0.004], [-0.021, -0.033, 0.032], [-0.043, -0.058, -0.016], [-0.019, -0.031, -0.041], [0.018, 0.002, 0.051], [-0.010, 0.015, 0.000], [0.020, 0.005, -0.005], [0.019, -0.007, -0.008], [-0.029, -0.023, -0.029], [0.024, 0.019, -0.001], [-0.023, -0.037, -0.013], [0.013, -0.026, -0.015], [-0.015, -0.032, 0.004], [-0.026, 0.002, 0.062], [0.009, -0.005, 0.005]], "de_lowest_kj_mol": 0.0, "largest_force_ha_per_bohr": 0.0155, "total_charge": -2, "energy_ha": -6824.19038, "gap_ev": 5.51}